[1]
The molecule C2H3NO4S. Source: OMol25; level of theory: ωB97M-V/def2-TZVPD.

Each atom is followed by the atoms it is bonded to, with distances in Å.
Atoms and positions in Å:
1 C -1.0898 1.0918 0.5813  C2 1.463, O4 1.183, O7 1.319
2 C -0.8463 -0.3397 0.7581  C1 1.463, O7 1.521, S8 1.803, H9 1.027
3 N 1.0085 0.3862 -0.9725  S8 1.625, H10 0.992, H11 0.999
4 O -1.1435 2.1737 1.0556  C1 1.183
5 O 1.7482 -0.7040 1.1499  S8 1.426
6 O 0.6745 -2.0695 -0.5315  S8 1.428
7 O -1.6485 0.3346 -0.3436  C1 1.319, C2 1.521
8 S 0.7732 -0.7990 0.1135  C2 1.803, N3 1.625, O5 1.426, O6 1.428
9 H -1.4344 -0.8911 1.3952  C2 1.027
10 H 1.7401 0.2972 -1.6371  N3 0.992
11 H 0.2180 0.5198 -1.5689  N3 0.999

Summary:
Charge ... 0
Energy ... -22635.12274 eV
Highest occupied orbital energy ... -0.409 hartree
Lowest unoccupied orbital energy ... 0.011 Eh
Frontier orbital gap ... 11.44 eV
SMILES ... NS(=O)(=O)[C@@H]1OC1=O
Energy relative to the best compared isomer or geometry (same formula, charge and spin) ... 30.84 kcal per mole

---

[2]
The molecule C2H3NOS. Source: OMol25; level of theory: ωB97M-V/def2-TZVPD.

Each atom is followed by the atoms it is bonded to, with distances in Å.
Atoms and positions in Å:
1 C 1.3772 1.8050 -2.1381  O4 1.177, S5 1.727
2 C -0.0126 -0.4021 -0.3201  N3 1.445, H6 1.123, H7 1.062, H8 1.064
3 N 1.0617 -0.6822 -1.2452  C2 1.445, S5 1.577
4 O 1.0042 2.8973 -1.9072  C1 1.177
5 S 2.1788 0.3568 -1.6461  C1 1.727, N3 1.577
6 H -0.6762 0.4012 -0.7401  C2 1.123
7 H -0.5536 -1.3098 -0.2110  C2 1.062
8 H 0.3016 -0.1121 0.6537  C2 1.064

Summary:
Charge ... 0
Energy ... -16492.08636 eV
Highest occupied orbital energy (spin up / spin down) ... -0.305 / -0.305 hartree
Lowest unoccupied orbital energy (spin up / spin down) ... -0.025 / -0.025 Eh
Frontier orbital gap (spin up / spin down) ... 7.63 / 7.63 eV
Energy relative to the best compared isomer or geometry (same formula, charge and spin) ... 71.76 kcal per mole

---

[3]
The molecule C2H3NOS. Source: OMol25; level of theory: ωB97M-V/def2-TZVPD.

Each atom is followed by the atoms it is bonded to, with distances in Å.
Atoms and positions in Å:
1 C -1.4618 -0.3169 -0.0261  N3 1.624, O4 1.163, S5 1.661
2 C 1.0273 0.1058 -0.0199  N3 1.477, H6 1.085, H7 1.174, H8 1.054
3 N -0.2175 0.4469 -0.7382  C1 1.624, C2 1.477, S5 1.839
4 O -1.7367 -1.4265 0.1901  C1 1.163
5 S -1.5200 1.3249 0.2172  C1 1.661, N3 1.839
6 H 1.4885 0.8867 0.5750  C2 1.085
7 H 0.8309 -0.8298 0.6621  C2 1.174
8 H 1.5894 -0.1912 -0.8603  C2 1.054

Summary:
Charge ... 0
Energy ... -16492.89631 eV
Highest occupied orbital energy ... -0.349 hartree
Lowest unoccupied orbital energy ... 0.001 Eh
Frontier orbital gap ... 9.53 eV
SMILES ... CN1SC1=O
Energy relative to the best compared isomer or geometry (same formula, charge and spin) ... 53.09 kcal per mole

---

[4]
A cluster of 2 separate species, C2H3NOS in total. Source: OMol25; level of theory: ωB97M-V/def2-TZVPD.

Each atom is followed by the atoms it is bonded to, with distances in Å.
Atoms and positions in Å:
1 C -1.2696 -0.1699 -0.0983  S5 1.602, H6 1.074
2 C 1.3442 0.2678 -0.5912  N3 1.231, H7 1.072
3 N 2.4174 0.8139 -0.3342  C2 1.231, H8 1.012
4 O -2.8847 -1.2173 1.5624  S5 1.481
5 S -1.4550 -0.9341 1.2970  C1 1.602, O4 1.481
6 H -1.9434 0.1902 -0.8526  C1 1.074
7 H 1.2366 -0.4307 -1.3978  C2 1.072
8 H 2.5544 1.4800 0.4147  N3 1.012

Summary:
Charge ... 0
Energy ... -16489.38861 eV
Highest occupied orbital energy (spin up / spin down) ... -0.357 / -0.326 hartree
Lowest unoccupied orbital energy (spin up / spin down) ... -0.024 / -0.046 Eh
Frontier orbital gap (spin up / spin down) ... 9.04 / 7.63 eV
Energy relative to the best compared isomer or geometry (same formula, charge and spin) ... 133.98 kcal per mole

---

[5]
The molecule C2H3NOS. Source: OMol25; level of theory: ωB97M-V/def2-TZVPD.

Each atom is followed by the atoms it is bonded to, with distances in Å.
Atoms and positions in Å:
1 C 0.8112 0.2386 0.3170  C2 1.580, S5 1.811, H6 1.156, H7 1.079
2 C -0.5317 0.2345 -0.5147  C1 1.580, N3 1.225, H8 1.043
3 N -1.5093 -0.3926 -0.1239  C2 1.225, O4 1.179
4 O -2.0147 -1.3171 0.4051  N3 1.179
5 S 1.9204 -1.1702 0.0597  C1 1.811
6 H 1.4830 1.0503 -0.1573  C1 1.156
7 H 0.5879 0.5010 1.3394  C1 1.079
8 H -0.7468 0.8554 -1.3253  C2 1.043

Summary:
Charge ... 0
Energy ... -16490.60473 eV
Highest occupied orbital energy (spin up / spin down) ... -0.352 / -0.316 hartree
Lowest unoccupied orbital energy (spin up / spin down) ... 0.001 / -0.077 Eh
Frontier orbital gap (spin up / spin down) ... 9.61 / 6.48 eV
Energy relative to the best compared isomer or geometry (same formula, charge and spin) ... 105.93 kcal per mole

---

[6]
The molecule C2H3NOS. Source: OMol25; level of theory: ωB97M-V/def2-TZVPD.

Each atom is followed by the atoms it is bonded to, with distances in Å.
Atoms and positions in Å:
1 C 0.6706 -0.3752 -1.4520  H3 1.131, H4 0.993, N6 1.313
2 C -0.7168 0.4775 1.3408  H5 1.020, O7 1.432, S8 1.440
3 H 0.6390 -1.1813 -2.2445  C1 1.131
4 H 1.3736 0.2864 -1.2198  C1 0.993
5 H -1.4978 -0.0956 1.0223  C2 1.020
6 N -0.1083 -0.6226 -0.4246  C1 1.313, O7 1.305
7 O 0.3852 0.1839 0.4743  C2 1.432, N6 1.305
8 S -0.7455 1.3270 2.5035  C2 1.440

Summary:
Charge ... 0
Energy ... -16490.91985 eV
Highest occupied orbital energy ... -0.345 hartree
Lowest unoccupied orbital energy ... 0.013 Eh
Frontier orbital gap ... 9.74 eV
SMILES ... C=NOC=S
Energy relative to the best compared isomer or geometry (same formula, charge and spin) ... 98.66 kcal per mole

---

[7]
The molecule C2H3NOS. Source: OMol25; level of theory: ωB97M-V/def2-TZVPD.

Each atom is followed by the atoms it is bonded to, with distances in Å.
Atoms and positions in Å:
1 C 0.5116 -1.2543 0.4915  N3 1.268, H6 1.218, H7 1.117
2 C -0.8910 0.3909 -0.2113  N3 1.292, O4 1.258, H8 1.153
3 N -0.6409 -0.7421 0.3569  C1 1.268, C2 1.292
4 O -0.1948 1.3839 -0.5469  C2 1.258, S5 1.795
5 S 1.2048 2.4832 -0.7807  O4 1.795
6 H 1.4405 -0.7758 -0.1334  C1 1.218
7 H 0.5760 -2.1185 1.1970  C1 1.117
8 H -2.0062 0.6327 -0.3730  C2 1.153

Summary:
Charge ... 0
Energy ... -16490.90765 eV
Highest occupied orbital energy (spin up / spin down) ... -0.300 / -0.300 hartree
Lowest unoccupied orbital energy (spin up / spin down) ... -0.061 / -0.061 Eh
Frontier orbital gap (spin up / spin down) ... 6.50 / 6.50 eV
Energy relative to the best compared isomer or geometry (same formula, charge and spin) ... 98.95 kcal per mole

---

[8]
The molecule C2H3NOS. Source: OMol25; level of theory: ωB97M-V/def2-TZVPD.

Each atom is followed by the atoms it is bonded to, with distances in Å.
Atoms and positions in Å:
1 C -0.7850 -0.1556 -0.2562  N3 1.365, H6 1.088, H7 1.083
2 C 1.1509 0.1270 0.6979  N3 1.291, O4 1.297, H8 1.094
3 N 0.0218 0.6969 0.4409  C1 1.365, C2 1.291
4 O 1.5734 -1.0637 0.4045  C2 1.297, S5 2.028
5 S 0.8667 -2.6978 -0.5657  O4 2.028
6 H -0.7556 -0.2458 -1.3397  C1 1.088
7 H -1.4481 -0.8568 0.2360  C1 1.083
8 H 1.8197 0.7866 1.2587  C2 1.094

Summary:
Charge ... 0
Energy ... -16490.65232 eV
Highest occupied orbital energy (spin up / spin down) ... -0.317 / -0.317 hartree
Lowest unoccupied orbital energy (spin up / spin down) ... -0.070 / -0.070 Eh
Frontier orbital gap (spin up / spin down) ... 6.71 / 6.71 eV
Energy relative to the best compared isomer or geometry (same formula, charge and spin) ... 104.83 kcal per mole

---

[9]
The molecule C2H3NOS. Source: OMol25; level of theory: ωB97M-V/def2-TZVPD.

Each atom is followed by the atoms it is bonded to, with distances in Å.
Atoms and positions in Å:
1 C -1.7013 0.7739 -0.0936  C2 1.592, N3 1.373, O4 1.192
2 C -0.1506 0.4121 -0.1029  C1 1.592, H6 1.149, H7 1.034, H8 1.076
3 N -2.6050 -0.1689 -0.5161  C1 1.373, S5 1.569
4 O -2.0112 1.8429 0.3336  C1 1.192
5 S -3.2825 -1.4090 0.1649  N3 1.569
6 H 0.2284 -0.6614 -0.2601  C2 1.149
7 H 0.2539 1.0147 -0.8393  C2 1.034
8 H 0.1698 0.6728 0.8902  C2 1.076

Summary:
Charge ... 0
Energy ... -16493.08198 eV
Expectation value of S² ... 2.01
Highest occupied orbital energy (spin up / spin down) ... -0.329 / -0.389 hartree
Lowest unoccupied orbital energy (spin up / spin down) ... 0.030 / -0.076 Eh
Frontier orbital gap (spin up / spin down) ... 9.79 / 8.51 eV
Spin multiplicity ... 3
Energy relative to the best compared isomer or geometry (same formula, charge and spin) ... 0.00 kcal per mole

---

[10]
The molecule C2H3NOS2. Source: OMol25; level of theory: ωB97M-V/def2-TZVPD.

Each atom is followed by the atoms it is bonded to, with distances in Å.
Atoms and positions in Å:
1 C 0.6267 0.6081 0.0565  H4 1.103, N6 1.259, S9 1.768
2 C -2.0061 -0.0184 -0.0390  H5 1.104, O7 1.193, S9 1.791
3 H 1.9341 -1.7015 -0.0783  S8 1.350
4 H 0.0736 1.5625 0.0774  C1 1.103
5 H -1.9392 1.0814 -0.1115  C2 1.104
6 N 1.8849 0.6501 0.0362  C1 1.259, S8 1.691
7 O -3.0277 -0.6336 -0.0209  C2 1.193
8 S 2.8654 -0.7263 -0.0148  H3 1.350, N6 1.691
9 S -0.4117 -0.8224 0.0943  C1 1.768, C2 1.791

Summary:
Charge ... 0
Energy ... -27329.37856 eV
Highest occupied orbital energy ... -0.341 hartree
Lowest unoccupied orbital energy ... 0.017 Eh
Frontier orbital gap ... 9.74 eV
SMILES ... O=CS/C=N\S
Energy relative to the best compared isomer or geometry (same formula, charge and spin) ... 32.25 kcal per mole

---

[11]
The molecule C2H3NOS2. Source: OMol25; level of theory: ωB97M-V/def2-TZVPD.

Each atom is followed by the atoms it is bonded to, with distances in Å.
Atoms and positions in Å:
1 C -0.0020 -1.6000 -0.0069  H4 1.187, N6 1.277, S8 1.788
2 C 0.3184 0.8603 0.7227  H5 1.167, S8 1.888, S9 1.577
3 H -1.7613 -1.0148 -1.4045  O7 1.037
4 H 0.7823 -2.1086 0.7240  C1 1.187
5 H -0.4771 0.2802 1.3501  C2 1.167
6 N -1.1961 -2.0094 0.1890  C1 1.277, O7 1.304
7 O -2.0978 -1.6982 -0.7002  H3 1.037, N6 1.304
8 S 0.8293 -0.2036 -0.7513  C1 1.788, C2 1.888
9 S 0.7152 2.3868 0.7085  C2 1.577

Summary:
Charge ... 0
Energy ... -27326.78854 eV
Highest occupied orbital energy ... -0.343 hartree
Lowest unoccupied orbital energy ... -0.029 Eh
Frontier orbital gap ... 8.56 eV
SMILES ... O/N=C\SC=S
Energy relative to the best compared isomer or geometry (same formula, charge and spin) ... 91.98 kcal per mole

---

[12]
The molecule C2H3NOS3. Source: OMol25; level of theory: ωB97M-V/def2-TZVPD.

Each atom is followed by the atoms it is bonded to, with distances in Å.
Atoms and positions in Å:
1 C -0.0861 -0.1700 0.5706  C2 1.273, N3 1.331, S6 1.959
2 C 1.0372 -0.2079 -0.0278  C1 1.273, S7 1.649
3 N -0.8367 0.8568 0.9625  C1 1.331, O4 1.433, H8 1.000
4 O -0.5229 2.1245 0.3720  N3 1.433, S5 1.659
5 S -0.7338 2.2047 -1.2714  O4 1.659
6 S -0.9038 -1.8800 1.0645  C1 1.959, H9 1.345
7 S 2.4674 -0.6946 -0.6882  C2 1.649, H10 1.406
8 H -1.8346 0.8554 1.0202  N3 1.000
9 H -0.5606 -2.6051 -0.0149  S6 1.345
10 H 1.9738 -0.4837 -1.9876  S7 1.406

Summary:
Charge ... 0
Energy ... -38159.37685 eV
Highest occupied orbital energy (spin up / spin down) ... -0.321 / -0.270 hartree
Lowest unoccupied orbital energy (spin up / spin down) ... -0.020 / -0.073 Eh
Frontier orbital gap (spin up / spin down) ... 8.19 / 5.38 eV
Energy relative to the best compared isomer or geometry (same formula, charge and spin) ... 139.00 kcal per mole

---

no.,F_max (eV/Å)
1,4.3
2,3.7
3,3.3
4,1.9
5,3.7
6,10.3
7,5.9
8,4.6
9,3.2
10,0.7
11,4.7
12,3.5